No. 1
{
  "formula": "C35H33BaBr2F5N5O3S2",
  "method": "ωB97M-V with the def2-TZVPD basis set",
  "species": ["Ba", "Br", "C", "C", "C", "N", "C", "C", "C", "C", "C", "Br", "C", "C", "N", "H", "H", "H", "H", "H", "H", "N", "C", "O", "C", "C", "H", "H", "H", "H", "H", "H", "C", "C", "N", "C", "C", "N", "C", "C", "H", "H", "H", "H", "H", "H", "H", "H", "H", "H", "H", "H", "H", "C", "O", "C", "S", "S", "H", "H", "H", "F", "C", "C", "F", "C", "F", "C", "O", "C", "F", "C", "F", "C", "C", "C", "C", "C", "C", "C", "C", "H", "H", "H", "H", "H"],
  "coordinates": [[-0.108, 1.202, 0.702], [1.370, -0.698, -6.532], [0.775, -0.200, -4.804], [0.275, -1.153, -3.943], [-0.110, -0.715, -2.682], [-0.045, 0.549, -2.285], [0.378, 1.469, -3.156], [0.825, 1.130, -4.428], [0.264, 2.894, -2.712], [0.754, 3.954, -3.468], [0.530, 5.232, -2.990], [1.198, 6.714, -3.964], [-0.177, 5.436, -1.821], [-0.622, 4.308, -1.142], [-0.391, 3.073, -1.569], [0.170, -2.195, -4.214], [-0.516, -1.436, -1.984], [1.172, 1.877, -5.126], [1.299, 3.805, -4.388], [-0.373, 6.427, -1.441], [-1.194, 4.385, -0.225], [4.525, 2.238, 0.445], [3.236, 2.283, 0.020], [2.664, 1.243, -0.325], [2.572, 3.625, 0.044], [1.512, 3.578, 1.158], [4.945, 1.341, 0.622], [4.938, 3.052, 0.863], [2.100, 3.740, -0.937], [3.339, 4.416, 0.115], [0.968, 4.530, 1.187], [2.039, 3.501, 2.122], [3.574, -3.080, -0.804], [2.581, -1.937, -1.129], [1.643, -1.759, -0.030], [0.792, -2.945, 0.107], [1.657, -4.210, 0.240], [3.082, -3.761, 0.438], [3.168, -2.821, 1.601], [2.405, -1.542, 1.201], [4.582, -2.722, -0.594], [3.615, -3.832, -1.590], [2.024, -2.183, -2.031], [3.106, -0.995, -1.288], [0.130, -3.060, -0.754], [0.164, -2.810, 0.985], [1.618, -4.821, -0.660], [1.386, -4.824, 1.098], [3.655, -4.580, 0.619], [4.225, -2.644, 1.804], [2.714, -3.324, 2.454], [3.086, -0.710, 1.027], [1.722, -1.249, 1.990], [-2.595, -7.174, -1.089], [-2.825, -5.802, -1.377], [-1.814, -5.026, -1.819], [-0.297, -5.718, -2.147], [-2.233, -3.409, -2.015], [-2.485, -7.750, -2.009], [-3.477, -7.505, -0.543], [-1.697, -7.308, -0.488], [1.225, -2.388, 7.818], [1.011, -1.813, 6.620], [1.090, -0.437, 6.467], [1.382, 0.322, 7.534], [0.885, 0.152, 5.237], [0.988, 1.485, 5.148], [0.572, -0.582, 4.069], [0.392, -0.030, 2.923], [0.507, -1.977, 4.283], [0.233, -2.789, 3.229], [0.718, -2.578, 5.509], [0.649, -3.916, 5.618], [-2.728, 2.538, 0.726], [-3.894, 2.830, 0.478], [-5.253, 3.168, 0.175], [-5.815, 4.377, 0.603], [-7.127, 4.702, 0.299], [-7.916, 3.831, -0.439], [-7.374, 2.626, -0.868], [-6.063, 2.297, -0.567], [-5.201, 5.055, 1.181], [-7.538, 5.645, 0.643], [-8.942, 4.087, -0.677], [-7.979, 1.934, -1.443], [-5.641, 1.359, -0.901]],
  "mulliken_charge": [1.777, -0.213, -0.359, -0.434, -0.790, 0.367, -0.245, -0.642, 0.964, -0.524, -0.208, -0.206, -0.644, -0.364, 0.134, 0.623, 0.546, 0.448, 0.439, 0.444, 0.403, -0.378, 0.065, -0.445, 0.789, -1.599, 0.223, 0.230, -0.415, 0.454, 0.195, 0.170, -0.825, -0.403, 0.347, 0.896, -0.883, 0.043, -0.765, 1.547, 0.275, 0.418, 0.229, 0.322, -0.904, 0.398, 0.298, 0.167, 0.308, 0.345, 0.249, -0.021, -0.986, -0.732, -0.299, 0.278, -0.450, -0.317, 0.307, 0.239, 0.310, -0.329, 0.608, 0.137, -0.322, 0.306, -0.309, -0.280, -0.756, 0.270, -0.373, 0.097, -0.338, 0.372, -1.633, 0.629, -0.514, -0.372, -0.398, -0.398, -0.495, 0.402, 0.345, 0.359, 0.353, 0.444],
  "e_lumo_ha": 0.0392,
  "orbital_gap_ev": 5.2,
  "relative_energy_kj_mol": 0.0,
  "total_charge": -1,
  "e_tot_ev": -226459.314,
  "homo_ha": -0.1508
}

***

No. 2
{
  "formula": "C35H33Br2GeNNaS",
  "method": "ωB97M-V with the def2-TZVPD basis set",
  "species": ["Na", "C", "C", "C", "C", "C", "C", "C", "C", "S", "C", "N", "C", "C", "C", "C", "C", "C", "C", "C", "H", "H", "H", "H", "H", "H", "H", "H", "H", "H", "H", "H", "H", "H", "H", "H", "Br", "C", "Br", "H", "H", "C", "Ge", "C", "C", "C", "C", "C", "C", "C", "C", "C", "C", "C", "C", "C", "C", "C", "C", "H", "H", "H", "H", "H", "H", "H", "H", "H", "H", "H", "H", "H", "H", "H"],
  "coordinates": [[-0.109, -0.269, -0.175], [4.371, 5.192, -1.840], [4.578, 4.889, -0.349], [5.780, 5.688, 0.160], [3.342, 5.359, 0.429], [4.786, 3.381, -0.187], [6.066, 2.830, -0.020], [6.267, 1.464, 0.060], [5.167, 0.623, -0.037], [5.085, -1.101, 0.004], [3.340, -1.011, -0.225], [2.864, 0.194, -0.294], [3.880, 1.141, -0.202], [3.702, 2.521, -0.278], [2.553, -2.258, -0.343], [3.241, -3.478, -0.355], [2.548, -4.668, -0.454], [1.162, -4.630, -0.549], [0.505, -3.406, -0.554], [1.156, -2.162, -0.453], [4.243, 6.265, -1.999], [3.485, 4.680, -2.219], [5.230, 4.857, -2.424], [5.541, 6.753, 0.142], [6.662, 5.543, -0.466], [6.037, 5.415, 1.185], [3.202, 6.432, 0.282], [3.462, 5.175, 1.499], [2.430, 4.866, 0.094], [6.928, 3.478, 0.049], [7.265, 1.064, 0.180], [2.706, 2.900, -0.448], [4.324, -3.512, -0.298], [3.079, -5.611, -0.458], [0.602, -5.556, -0.622], [-0.580, -3.436, -0.646], [-2.785, 0.412, 2.465], [-3.945, 0.573, 0.938], [-3.336, -0.482, -0.557], [-3.963, 1.611, 0.632], [-4.924, 0.206, 1.217], [0.873, 2.188, 1.830], [-0.437, 2.417, 0.388], [0.283, 2.977, -1.352], [0.097, 4.305, -1.744], [0.572, 4.755, -2.968], [1.220, 3.880, -3.827], [1.400, 2.555, -3.457], [0.933, 2.105, -2.230], [-1.708, 3.795, 0.940], [-1.474, 4.490, 2.099], [-2.383, 5.462, 2.577], [-3.542, 5.702, 1.905], [-3.845, 4.995, 0.713], [-5.051, 5.231, 0.006], [-5.333, 4.555, -1.144], [-4.412, 3.610, -1.649], [-3.243, 3.365, -0.988], [-2.922, 4.043, 0.219], [1.456, 3.108, 1.901], [1.554, 1.363, 1.626], [0.349, 2.004, 2.767], [-0.407, 5.001, -1.084], [0.437, 5.792, -3.248], [1.587, 4.231, -4.782], [1.919, 1.870, -4.115], [1.156, 1.083, -1.945], [-0.573, 4.308, 2.672], [-2.155, 6.006, 3.484], [-4.255, 6.430, 2.274], [-5.749, 5.959, 0.401], [-6.258, 4.742, -1.674], [-4.630, 3.085, -2.569], [-2.543, 2.645, -1.395]],
  "mulliken_charge": [0.729, -1.369, 2.564, -2.284, -1.436, -0.907, -0.277, -1.167, 0.850, -0.501, 0.197, 0.072, -1.329, 0.943, 1.442, -0.922, -0.703, -0.543, -0.292, -0.683, 0.403, 0.147, 0.368, 0.457, 0.401, 0.463, 0.494, 0.348, 0.160, 0.370, 0.412, 0.035, 0.279, 0.379, 0.367, 0.296, -0.083, 0.138, -0.108, -0.325, 0.443, -1.197, 0.681, 0.309, 0.247, -0.710, -0.704, -0.679, -0.194, 1.117, -0.723, -0.963, -0.851, 0.611, -0.721, -0.680, -0.831, -0.638, 0.176, 0.355, 0.370, 0.462, 0.436, 0.434, 0.364, 0.452, 0.305, 0.366, 0.413, 0.386, 0.387, 0.394, 0.435, 0.360],
  "e_lumo_ha": [0.0028, -0.0575],
  "spin_multiplicity": 2,
  "s2": 0.753,
  "orbital_gap_ev": [7.3, 5.6],
  "relative_energy_kj_mol": 27.9,
  "e_tot_ev": -250172.666,
  "homo_ha": [-0.2640, -0.2637]
}

***

No. 3
{
  "formula": "C35H33CrN5O4",
  "method": "ωB97M-V with the def2-TZVPD basis set",
  "species": ["Cr", "O", "C", "O", "C", "C", "C", "N", "C", "C", "C", "C", "C", "C", "C", "N", "C", "C", "C", "C", "C", "N", "H", "H", "H", "H", "H", "H", "H", "H", "H", "H", "C", "C", "C", "C", "N", "H", "H", "H", "H", "H", "H", "H", "H", "H", "C", "C", "C", "C", "C", "C", "N", "C", "C", "C", "C", "C", "C", "C", "O", "O", "C", "C", "H", "H", "H", "H", "H", "H", "H", "H", "H", "H", "H", "H", "H", "H"],
  "coordinates": [[-1.409, 0.854, 0.153], [-3.039, 7.200, -2.464], [-1.860, 6.773, -2.326], [-0.757, 7.379, -2.495], [-1.739, 5.350, -1.908], [-2.942, 4.652, -1.650], [-2.874, 3.381, -1.061], [-1.727, 2.803, -0.693], [-0.550, 3.525, -0.879], [-0.542, 4.826, -1.536], [0.575, 2.953, -0.357], [1.832, 3.599, -0.290], [2.925, 2.921, 0.263], [2.708, 1.725, 0.973], [1.461, 1.157, 0.840], [0.509, 1.697, 0.121], [-4.082, 2.588, -0.709], [-5.359, 3.132, -0.677], [-6.467, 2.336, -0.323], [-6.260, 0.988, -0.118], [-4.966, 0.530, -0.377], [-3.905, 1.288, -0.632], [-3.897, 5.103, -1.879], [0.334, 5.384, -1.817], [1.996, 4.542, -0.832], [3.916, 3.254, 0.156], [3.577, 1.082, 1.350], [1.242, 0.145, 1.146], [-5.561, 4.190, -0.902], [-7.473, 2.772, -0.347], [-6.966, 0.249, 0.228], [-4.742, -0.514, -0.270], [-3.420, 1.883, 2.957], [-2.638, 0.574, 2.928], [-1.448, 0.589, 3.886], [-3.633, -0.572, 3.195], [-2.063, 0.409, 1.645], [-4.028, 1.952, 3.876], [-4.120, 1.915, 2.093], [-2.810, 2.796, 2.776], [-1.857, 0.508, 4.923], [-0.946, 1.588, 3.767], [-0.875, -0.292, 3.695], [-3.945, -0.588, 4.293], [-3.293, -1.537, 2.822], [-4.511, -0.352, 2.599], [6.345, -4.410, 0.871], [5.709, -3.891, -0.423], [6.551, -3.732, -1.507], [6.074, -3.084, -2.636], [4.760, -2.642, -2.680], [3.959, -2.882, -1.597], [2.643, -2.400, -1.652], [1.497, -3.101, -1.395], [1.439, -4.401, -0.989], [0.260, -5.016, -0.541], [-0.963, -4.271, -0.546], [-0.883, -2.932, -0.891], [0.309, -2.328, -1.327], [0.210, -0.889, -1.778], [1.094, -0.488, -2.531], [-0.864, -0.352, -1.479], [4.388, -3.504, -0.438], [3.572, -3.548, 0.791], [7.357, -4.746, 0.682], [5.827, -5.260, 1.341], [6.344, -3.576, 1.595], [7.562, -4.014, -1.459], [6.733, -2.758, -3.386], [4.314, -2.171, -3.524], [2.380, -1.569, -2.202], [2.271, -5.052, -1.108], [0.269, -5.977, -0.108], [-1.713, -4.463, 0.191], [-1.741, -2.308, -0.829], [3.256, -4.686, 1.003], [2.605, -3.069, 0.728], [4.068, -3.216, 1.678]],
  "mulliken_charge": [0.772, -0.759, 0.433, -0.770, -0.392, -0.939, 0.465, 0.329, 0.904, -1.059, 0.347, -0.866, -0.459, -1.120, -0.107, 0.779, 0.639, -0.643, -0.540, -0.687, -0.297, 0.174, 0.409, 0.424, 0.221, 0.451, 0.207, 0.523, 0.341, 0.360, 0.413, 0.436, -1.294, 1.632, -1.671, -1.571, -1.177, 0.406, 0.114, 0.284, 0.435, 0.277, 0.349, 0.344, 0.319, 0.325, -1.472, 1.096, -1.115, -0.651, -0.848, 0.559, 0.098, -0.657, -0.277, -0.574, -0.939, -0.739, 0.520, 1.142, -0.914, -0.663, 0.427, -1.454, 0.391, 0.289, 0.322, 0.398, 0.394, 0.563, 0.349, 0.630, 0.452, 0.259, 0.629, 0.196, 0.359, 0.462],
  "e_lumo_ha": [0.1413, 0.1413],
  "spin_multiplicity": 5,
  "s2": 6.147,
  "orbital_gap_ev": [3.6, 6.5],
  "total_charge": -2,
  "e_tot_ev": -80893.731,
  "homo_ha": [0.0075, -0.0979]
}